Formula: C36H32BBrIrN6
Source: OMol25
Level of theory: the ωB97M-V functional and the def2-TZVPD basis

Each line ends with the Löwdin charge.
CARTESIAN COORDINATES (ANGSTROEM)
1 Ir -0.063 0.156 -0.134  1.542
2 C 2.358 -4.657 0.997  0.011
3 C 2.250 -3.376 0.242  -0.214
4 C 3.071 -2.877 -0.736  0.072
5 C 2.513 -1.636 -1.133  -0.171
6 N 1.410 -1.412 -0.364  0.002
7 N 1.259 -2.458 0.437  0.020
8 B 0.014 -2.579 1.360  -0.517
9 N 0.002 -1.412 2.328  0.042
10 N -0.090 -0.094 1.939  -0.011
11 C -0.101 0.679 3.056  -0.155
12 C 0.003 -0.183 4.145  0.059
13 C 0.052 -1.475 3.662  -0.217
14 C 0.149 -2.746 4.442  0.017
15 C -0.207 2.154 3.163  -0.155
16 C -0.705 2.951 2.146  -0.046
17 C -0.771 4.331 2.283  -0.048
18 C -0.366 4.928 3.465  -0.047
19 C 0.088 4.138 4.509  -0.042
20 C 0.169 2.763 4.356  -0.014
21 N -1.210 -2.502 0.464  0.046
22 N -1.401 -1.431 -0.343  -0.030
23 C -2.482 -1.634 -1.092  -0.184
24 C -3.025 -2.865 -0.723  0.074
25 C -2.192 -3.395 0.254  -0.210
26 C -2.312 -4.692 0.984  0.016
27 C -2.942 -0.669 -2.107  -0.155
28 C -4.229 -0.738 -2.622  0.000
29 C -4.660 0.194 -3.558  -0.032
30 C -3.807 1.199 -3.991  -0.043
31 C -2.515 1.265 -3.498  -0.062
32 C -2.092 0.326 -2.573  -0.079
33 C 3.005 -0.757 -2.158  -0.152
34 C 4.307 -0.965 -2.678  -0.003
35 C 4.818 -0.113 -3.629  -0.045
36 C 4.050 0.959 -4.093  -0.038
37 C 2.750 1.162 -3.618  -0.063
38 C 2.234 0.309 -2.676  -0.063
39 H 3.268 -5.176 0.706  0.098
40 H 1.510 -5.313 0.790  0.094
41 H 2.389 -4.479 2.073  0.090
42 H 3.953 -3.356 -1.137  0.131
43 H 0.047 -3.609 1.951  0.126
44 H -0.008 0.093 5.187  0.131
45 H 0.198 -2.507 5.501  0.098
46 H 1.043 -3.313 4.178  0.092
47 H -0.719 -3.387 4.278  0.096
48 H -1.095 2.480 1.270  0.054
49 H -1.167 4.946 1.482  0.104
50 H -0.421 6.005 3.577  0.121
51 H 0.380 4.596 5.446  0.120
52 H 0.559 2.159 5.169  0.115
53 H -3.906 -3.335 -1.136  0.133
54 H -3.225 -5.197 0.678  0.097
55 H -2.351 -4.537 2.063  0.094
56 H -1.470 -5.353 0.770  0.095
57 H -4.912 -1.506 -2.274  0.123
58 H -5.669 0.137 -3.948  0.123
59 H -4.146 1.926 -4.719  0.122
60 H -1.838 2.037 -3.848  0.121
61 H -1.055 0.343 -2.222  0.052
62 H 4.914 -1.783 -2.310  0.115
63 H 5.818 -0.271 -4.013  0.121
64 H 4.460 1.631 -4.839  0.117
65 H 2.152 1.980 -4.000  0.115
66 H 1.215 0.434 -2.346  0.049
67 Br 0.173 6.686 -1.402  0.876
68 C 0.108 4.837 -1.153  -0.680
69 C -1.122 4.185 -1.168  -0.102
70 C -1.171 2.822 -0.954  -0.135
71 C 0.005 2.111 -0.728  -0.320
72 C 1.233 2.770 -0.720  -0.089
73 C 1.287 4.134 -0.936  -0.083
74 H -2.036 4.743 -1.334  0.127
75 H -2.138 2.331 -0.960  0.116
76 H 2.164 2.239 -0.552  0.117
77 H 2.239 4.651 -0.927  0.124

Results
E	-120334.476	eV
2S+1	2
charge	+2
relative energy (zero: lowest compared OMol25 entry of this formula, charge and spin)	74.27	kcal/mol
Kohn-Sham gap (spin up / spin down)	5.00 / 4.80	eV
HOMO energy (spin up / spin down)	-13.717 / -13.710	eV